{"formula": "C19H43AlN2O2P3", "method": "ωB97M-V/def2-TZVPD", "elements": ["Al", "P", "P", "P", "H", "C", "C", "H", "C", "C", "C", "C", "C", "C", "C", "C", "C", "H", "H", "H", "H", "H", "H", "H", "H", "H", "H", "H", "H", "H", "H", "H", "H", "H", "H", "H", "H", "H", "H", "H", "H", "H", "H", "H", "H", "H", "C", "C", "C", "C", "C", "C", "O", "H", "H", "H", "H", "H", "H", "C", "N", "C", "N", "O", "H", "H", "H", "H", "H", "H"], "xyz": [[1.658, 0.581, -2.056], [-3.206, -1.868, 0.820], [-0.194, -0.237, -3.217], [-0.138, -0.238, 2.627], [1.534, 2.562, -3.716], [2.063, 2.335, -2.780], [3.226, 1.445, -2.736], [3.588, 0.967, -3.658], [-4.771, -0.963, 0.887], [-3.164, -2.756, -0.742], [-3.059, -3.064, 2.164], [-0.548, -0.091, -5.009], [-0.476, -1.966, -2.717], [-1.634, 0.643, -2.507], [1.122, 0.958, 3.222], [-0.100, -1.399, 4.046], [-1.582, 0.825, 3.032], [2.049, 3.200, -2.104], [4.051, 1.692, -2.059], [-5.608, -1.669, 1.027], [-4.897, -0.426, -0.068], [-4.752, -0.236, 1.711], [-3.995, -3.481, -0.780], [-2.206, -3.288, -0.836], [-3.267, -2.030, -1.564], [-3.168, -2.577, 3.148], [-2.070, -3.554, 2.114], [-3.845, -3.835, 2.054], [-1.606, -0.325, -5.220], [0.091, -0.763, -5.587], [-0.347, 0.942, -5.342], [-1.415, -2.366, -3.124], [-0.510, -2.042, -1.623], [0.366, -2.577, -3.061], [-2.520, 0.530, -3.150], [-1.360, 1.704, -2.429], [-1.855, 0.283, -1.496], [1.134, 0.988, 4.319], [0.912, 1.961, 2.824], [2.109, 0.650, 2.857], [-0.078, -0.839, 4.985], [0.816, -2.002, 3.963], [-0.970, -2.066, 4.017], [-1.452, 1.290, 4.016], [-2.514, 0.252, 3.011], [-1.654, 1.612, 2.271], [0.636, 2.332, 0.120], [-0.296, 3.407, 0.167], [0.154, 4.666, 0.541], [1.480, 4.872, 0.947], [2.400, 3.819, 0.954], [1.969, 2.544, 0.602], [0.287, 1.149, -0.360], [-2.178, -0.882, 0.817], [-1.322, 3.214, -0.140], [-0.520, 5.520, 0.523], [1.795, 5.871, 1.251], [3.456, 3.958, 1.244], [2.623, 1.667, 0.715], [2.146, -3.291, 0.003], [3.108, -2.296, 0.460], [3.202, -1.102, -0.112], [4.181, -0.248, 0.275], [2.344, -0.747, -1.008], [2.216, -3.433, -1.085], [1.121, -3.005, 0.275], [2.387, -4.235, 0.479], [3.776, -2.530, 1.191], [4.367, 0.579, -0.289], [4.909, -0.589, 0.897]], "mulliken_charge": [-0.48, 1.13, 1.21, 0.66, 0.48, -0.71, -0.49, 0.41, -1.15, -1.09, -1.15, -1.18, -1.03, -0.94, -1.24, -1.29, -1.19, 0.21, 0.44, 0.41, 0.39, 0.39, 0.51, 0.38, 0.27, 0.36, 0.37, 0.47, 0.45, 0.41, 0.39, 0.53, -0.10, 0.44, 0.62, 0.26, -0.14, 0.57, 0.27, 0.27, 0.42, 0.39, 0.29, 0.47, 0.34, 0.22, 0.38, -0.43, -0.69, -0.64, -0.70, 0.23, -0.08, -0.30, 0.55, 0.47, 0.47, 0.48, 0.20, -0.65, -0.20, 0.83, -0.30, -0.14, 0.25, 0.07, 0.42, 0.24, 0.08, 0.25], "e_above_lowest_kj_mol": 96.3, "gap_ev": [6.97, 5.24], "spin_multiplicity": 1, "e_lumo_ev": [-9.157, -10.857], "charge": 3}



{"formula": "C19H43BO9S4Zn", "method": "ωB97M-V/def2-TZVPD", "elements": ["Zn", "C", "C", "C", "O", "H", "H", "H", "H", "H", "H", "H", "B", "H", "H", "H", "H", "C", "C", "C", "S", "O", "O", "C", "H", "H", "H", "H", "H", "H", "H", "H", "C", "C", "C", "S", "O", "O", "C", "H", "H", "H", "H", "H", "H", "H", "H", "C", "C", "C", "S", "O", "O", "C", "H", "H", "H", "H", "H", "H", "H", "H", "C", "C", "C", "S", "O", "O", "C", "H", "H", "H", "H", "H", "H", "H", "H"], "xyz": [[-2.484, -0.742, -0.321], [-0.286, -2.727, -3.234], [-0.308, -1.758, -2.124], [-0.064, -0.306, -2.681], [-1.664, -1.742, -1.608], [-1.049, -2.421, -4.046], [-0.623, -3.728, -3.019], [0.656, -2.895, -3.794], [0.388, -2.054, -1.323], [0.913, -0.197, -3.155], [-0.426, 0.467, -1.968], [-0.761, -0.333, -3.520], [-4.123, -1.115, 0.939], [7.685, -3.761, -6.195], [6.492, -1.598, 1.771], [-6.774, 1.234, 3.055], [-7.180, -3.623, 1.949], [5.327, 1.301, 0.858], [4.405, 2.444, 1.412], [3.070, 2.411, 0.599], [3.660, 2.096, -1.001], [4.247, 3.334, -1.530], [2.710, 1.426, -1.818], [4.966, 1.023, -0.613], [5.088, 0.441, 1.500], [6.366, 1.583, 1.041], [4.957, 3.353, 1.218], [4.232, 2.272, 2.462], [2.518, 3.324, 0.720], [2.419, 1.536, 0.959], [5.790, 1.258, -1.291], [4.697, 0.027, -0.850], [-5.510, 2.289, -3.053], [-4.907, 1.587, -4.306], [-3.507, 1.107, -3.906], [-2.940, 2.308, -2.685], [-1.842, 3.109, -3.268], [-2.772, 1.579, -1.405], [-4.453, 3.234, -2.506], [-5.783, 1.530, -2.319], [-6.534, 2.672, -3.278], [-4.925, 2.270, -5.224], [-5.435, 0.661, -4.625], [-2.737, 0.925, -4.651], [-3.595, 0.151, -3.412], [-4.358, 4.122, -3.101], [-4.554, 3.351, -1.424], [2.587, -4.343, 1.970], [2.100, -3.362, 0.875], [1.767, -2.044, 1.508], [2.765, -2.003, 3.062], [1.824, -2.252, 4.095], [3.673, -0.867, 3.019], [3.607, -3.541, 2.790], [3.005, -5.188, 1.505], [1.731, -4.595, 2.635], [1.304, -3.811, 0.230], [2.921, -3.300, 0.237], [0.678, -1.885, 1.855], [2.011, -1.174, 0.904], [4.027, -3.911, 3.739], [4.409, -3.176, 2.150], [-2.742, 1.731, 3.599], [-2.647, 0.199, 3.834], [-1.342, -0.280, 3.156], [-0.908, 1.005, 1.910], [-0.991, 0.435, 0.573], [0.327, 1.607, 2.352], [-2.274, 2.021, 2.192], [-2.002, 2.249, 4.308], [-3.764, 2.037, 3.899], [-3.565, -0.337, 3.488], [-2.534, 0.208, 4.931], [-1.356, -1.265, 2.668], [-0.574, -0.319, 3.912], [-2.981, 1.674, 1.421], [-2.047, 3.062, 1.956]], "mulliken_charge": [0.99, -1.51, 1.64, -0.84, -0.63, 0.26, 0.41, 0.36, -0.56, 0.44, 0.09, -0.04, -0.47, 0.02, 0.07, -0.16, -0.08, -0.14, -0.99, 0.08, 1.07, -0.73, -0.56, -0.74, -0.23, 0.40, 0.39, 0.43, 0.52, -0.34, 0.41, 0.40, -0.53, -0.71, -0.51, 1.01, -0.69, -0.97, -0.69, 0.25, 0.39, 0.26, 0.35, 0.45, 0.20, 0.37, 0.36, -0.89, -0.68, 0.46, 0.93, -0.64, -0.52, -0.61, 0.48, 0.32, 0.35, 0.38, -0.41, 0.05, 0.43, 0.22, -0.59, -0.57, -0.81, 1.08, 0.14, -0.65, -0.49, 0.33, 0.40, 0.10, 0.30, 0.45, 0.50, -0.08, 0.54], "gap_ev": 1.09, "spin_multiplicity": 1, "e_lumo_ev": -5.779}



{"formula": "C19H43CeN2OP3Se", "method": "ωB97M-V/def2-TZVPD", "elements": ["Ce", "P", "P", "P", "H", "C", "C", "H", "C", "C", "C", "C", "C", "C", "C", "C", "C", "H", "H", "H", "H", "H", "H", "H", "H", "H", "H", "H", "H", "H", "H", "H", "H", "H", "H", "H", "H", "H", "H", "H", "H", "H", "H", "H", "H", "H", "C", "C", "C", "C", "C", "C", "Se", "H", "H", "H", "H", "H", "H", "C", "N", "C", "N", "O", "H", "H", "H", "H", "H", "H"], "xyz": [[0.673, -0.379, 0.228], [-1.514, -0.647, 2.280], [1.110, -3.044, -0.093], [-2.060, -0.989, -1.033], [-0.209, 3.688, -0.212], [-1.276, 3.430, -0.233], [-1.979, 3.212, 0.892], [-1.494, 3.231, 1.878], [-0.947, 0.058, 3.864], [-1.721, -2.398, 2.782], [-3.269, -0.192, 2.487], [2.200, -3.056, -1.582], [2.226, -3.344, 1.354], [-0.055, -4.444, -0.226], [-3.407, 0.229, -1.362], [-3.184, -2.417, -0.674], [-1.649, -1.356, -2.799], [-1.758, 3.332, -1.224], [-3.048, 2.956, 0.879], [-0.877, 1.150, 3.759], [0.037, -0.321, 4.181], [-1.705, -0.181, 4.627], [-0.749, -2.876, 2.944], [-2.259, -2.957, 2.007], [-2.302, -2.399, 3.715], [-3.379, 0.896, 2.431], [-3.584, -0.545, 3.482], [-3.905, -0.650, 1.722], [2.777, -3.998, -1.601], [2.882, -2.182, -1.582], [1.581, -2.960, -2.491], [2.880, -4.213, 1.155], [1.626, -3.537, 2.265], [2.859, -2.454, 1.558], [0.483, -5.400, -0.346], [-0.729, -4.274, -1.085], [-0.687, -4.470, 0.682], [-3.954, -0.051, -2.281], [-2.977, 1.234, -1.481], [-4.120, 0.243, -0.525], [-3.840, -2.603, -1.541], [-3.825, -2.196, 0.193], [-2.612, -3.332, -0.465], [-2.602, -1.416, -3.348], [-1.101, -2.307, -2.883], [-1.018, -0.554, -3.219], [1.579, 2.202, -3.474], [1.141, 3.490, -3.185], [1.285, 4.536, -4.121], [1.815, 4.298, -5.394], [2.214, 2.989, -5.695], [2.153, 1.969, -4.720], [1.295, 0.559, -2.208], [1.301, 1.352, -0.781], [0.673, 3.704, -2.225], [0.975, 5.555, -3.872], [1.920, 5.126, -6.130], [2.571, 2.786, -6.701], [2.544, 0.991, -4.984], [3.136, 2.956, 2.654], [3.063, 1.693, 3.378], [2.493, 0.576, 2.943], [2.398, -0.478, 3.798], [2.003, 0.478, 1.775], [3.494, 2.793, 1.627], [3.849, 3.583, 3.195], [2.165, 3.482, 2.641], [3.407, 1.622, 4.312], [2.065, -1.364, 3.449], [2.923, -0.416, 4.643]], "mulliken_charge": [-0.25, 0.77, 0.98, 0.97, 0.28, -0.51, -0.55, 0.27, -1.23, -1.32, -1.21, -1.17, -1.15, -1.14, -1.18, -1.29, -1.21, 0.32, 0.31, 0.34, 0.42, 0.50, 0.31, 0.26, 0.55, 0.29, 0.53, 0.32, 0.49, 0.32, 0.32, 0.50, 0.29, 0.32, 0.51, 0.30, 0.31, 0.48, 0.13, 0.37, 0.46, 0.41, 0.21, 0.52, 0.28, 0.33, 0.72, 0.05, -0.64, -0.48, -0.63, -0.52, 0.43, 0.24, 0.12, 0.40, 0.39, 0.39, 0.38, -0.82, -0.22, 0.80, -0.30, -0.46, 0.28, 0.37, 0.28, 0.21, 0.07, 0.21], "gap_ev": [6.94, 6.95], "spin_multiplicity": 2, "e_lumo_ev": [-9.754, -9.739], "charge": 3}



{"formula": "C19H43CrOP3Se", "method": "ωB97M-V/def2-TZVPD", "elements": ["Cr", "P", "P", "P", "H", "C", "C", "H", "C", "C", "C", "C", "C", "C", "C", "C", "C", "H", "H", "H", "H", "H", "H", "H", "H", "H", "H", "H", "H", "H", "H", "H", "H", "H", "H", "H", "H", "H", "H", "H", "H", "H", "H", "H", "H", "H", "C", "C", "C", "C", "C", "C", "Se", "H", "H", "H", "H", "H", "H", "C", "C", "O", "H", "H", "H", "H", "H", "H"], "xyz": [[-0.724, -0.180, -2.463], [-2.612, -0.153, -1.237], [0.203, -2.073, -1.713], [0.110, 1.820, -1.888], [3.696, -1.000, 0.422], [3.373, 0.052, 0.394], [2.752, 0.626, 1.535], [1.789, 0.256, 1.886], [-4.015, -0.186, -2.399], [-2.962, -1.526, -0.097], [-2.993, 1.245, -0.138], [1.825, -2.580, -2.371], [0.377, -2.339, 0.083], [-0.857, -3.431, -2.334], [1.732, 2.302, -2.544], [0.170, 2.349, -0.148], [-1.023, 2.987, -2.723], [4.073, 0.671, -0.191], [3.234, 1.443, 2.077], [-4.912, -0.520, -1.858], [-3.802, -0.871, -3.230], [-4.182, 0.819, -2.811], [-4.037, -1.506, 0.135], [-2.390, -1.390, 0.830], [-2.715, -2.497, -0.535], [-4.059, 1.197, 0.127], [-2.796, 2.210, -0.616], [-2.396, 1.164, 0.781], [1.922, -3.673, -2.291], [2.624, -2.090, -1.802], [1.909, -2.298, -3.427], [-0.218, -3.208, 0.397], [0.045, -1.463, 0.658], [1.433, -2.518, 0.322], [-0.224, -4.317, -2.477], [-1.288, -3.144, -3.302], [-1.666, -3.671, -1.636], [1.795, 3.398, -2.595], [1.870, 1.889, -3.551], [2.522, 1.911, -1.892], [1.132, 2.836, 0.059], [0.079, 1.485, 0.524], [-0.646, 3.050, 0.071], [-0.463, 3.909, -2.932], [-1.895, 3.223, -2.100], [-1.367, 2.554, -3.673], [0.736, 0.012, -5.505], [2.017, -0.108, -4.950], [3.147, 0.153, -5.735], [2.994, 0.536, -7.076], [1.712, 0.651, -7.632], [0.584, 0.379, -6.850], [-0.950, -0.280, -4.458], [2.106, -0.040, -0.507], [2.140, -0.385, -3.899], [4.143, 0.060, -5.297], [3.874, 0.742, -7.684], [1.584, 0.947, -8.676], [-0.418, 0.460, -7.270], [-0.659, 0.093, 5.031], [-0.135, 0.145, 3.609], [-1.116, -0.069, 2.583], [-1.454, 0.827, 5.194], [0.158, 0.326, 5.717], [-1.030, -0.905, 5.279], [0.325, 1.112, 3.386], [0.641, -0.610, 3.451], [-1.953, -0.255, 3.037]], "mulliken_charge": [-0.68, 1.45, 1.40, 1.20, 0.42, -0.28, 0.07, -0.05, -1.45, -1.00, -1.02, -1.36, -0.96, -1.42, -1.06, -0.59, -1.32, 0.39, 0.37, 0.46, 0.39, 0.41, 0.54, 0.01, 0.25, 0.52, 0.26, 0.07, 0.53, 0.28, 0.46, 0.50, -0.06, 0.43, 0.50, 0.37, 0.39, 0.52, 0.28, 0.18, 0.52, -0.34, 0.51, 0.52, 0.42, 0.34, 0.77, -0.59, -0.84, -0.55, -0.62, -0.68, -0.19, -0.25, 0.82, 0.40, 0.41, 0.43, 0.41, -1.47, -0.03, -0.40, 0.40, 0.41, 0.39, 0.28, 0.24, 0.29], "e_above_lowest_kj_mol": 0.0, "gap_ev": [4.11, 4.21], "spin_multiplicity": 4, "e_lumo_ev": [-12.663, -12.667], "charge": 3}